# 1
C2H6NO2P in the gas phase, computed with ωB97M-V/def2-TZVPD.

The calculation puts the HOMO energy at -9.75 eV. As for the SMILES: CC(=O)[P@H](N)=O. The HOMO-LUMO gap comes out at 9.558 eV.

Positions of all 12 atoms, in Å:
C -0.585 1.716 -0.457
C 0.166 0.476 -0.697
O 0.630 0.079 -1.826
P 0.574 -0.652 0.736
N -0.133 -2.161 0.608
O 0.177 -0.006 1.995
H -0.140 2.109 0.498
H -1.679 1.664 -0.535
H -0.325 2.332 -1.366
H 2.017 -0.855 0.707
H -1.130 -2.130 0.427
H 0.429 -2.572 -0.090

These are the natural (NBO) partial charges, in e, on atoms 1 to 2:
1 C -0.7486
2 C 0.2518

=====

# 2
A molecular structure, C9H15Cl2GdInO3P, computed with ωB97M-V/def2-TZVPD.

Its expectation value of S² is 16.014. The calculation puts the HOMO energy (alpha / beta) at -23.34 / -23.34 eV. As for the charge: +4. The multiplicity is 8. The HOMO-LUMO gap (alpha / beta) comes out at 5.432 / 6.249 eV.

Positions of all 32 atoms, in Å:
Gd 1.796 2.123 -3.985
In -1.684 -0.598 -1.642
Cl 0.729 3.715 -2.482
Cl 0.145 -2.021 -2.421
C -1.492 -3.476 -1.114
C -0.041 0.880 -5.080
C 1.829 2.730 -6.093
O -0.884 -4.452 -1.258
O -0.970 0.394 -5.601
O 1.641 2.980 -7.251
C -2.668 -0.641 2.364
C -1.380 0.174 2.226
P -0.499 -0.207 0.664
C 0.695 1.112 0.259
C 1.102 1.990 1.446
C 0.460 -1.727 1.107
C 1.387 -1.547 2.337
H -3.320 -0.562 1.481
H -3.200 -0.284 3.258
H -2.400 -1.692 2.550
H -1.567 1.260 2.219
H -0.705 0.002 3.083
H 1.552 0.618 -0.225
H 0.195 1.677 -0.548
H 1.562 1.382 2.236
H 1.850 2.735 1.135
H 0.256 2.540 1.889
H -0.307 -2.514 1.257
H 1.020 -2.011 0.192
H 0.971 -0.886 3.143
H 1.532 -2.538 2.816
H 2.397 -1.155 2.036

These are the Mulliken partial charges, in e, on atoms 1 to 2:
1 Gd 2.1436
2 In 0.6894

=====

no.,electronic energy (eV)
1,-17045.05638
2,-76011.37910